(1)
Molecular formula: C19H31AlN4SSb
Method: DFT, ωB97M-V with the def2-TZVPD basis set

ORCA input file:
```
! RIJCOSX wB97M-V def2-TZVPD def2/J DEFGRID3
* xyz 3 1
Al -0.0629 0.4674 0.0884
C -1.6671 2.8551 -0.0236
C -0.3225 3.3827 -0.5358
N 0.4189 2.1666 -0.9369
C 1.8663 2.4495 -0.9392
C 2.3967 2.5385 0.4855
S 1.5390 1.4967 1.6852
C 0.3738 2.6288 2.5523
C -1.0964 2.2364 2.3795
N -1.4125 1.7637 1.0049
H -2.2119 3.6332 0.5249
H -2.3325 2.4606 -0.8046
H -0.4581 4.1248 -1.3518
H 0.2275 3.9138 0.2000
H 0.1637 1.9476 -1.9015
H 2.4528 1.6771 -1.4332
H 2.0823 3.3509 -1.5240
H 3.4187 2.1735 0.5828
H 2.4821 3.5791 0.8511
H 0.5641 2.5448 3.6144
H 0.5665 3.6810 2.2282
H -1.2903 1.4416 3.0651
H -1.7501 3.0689 2.6538
H -2.2988 1.2741 1.1177
C -0.5683 -2.4107 3.3443
C -1.5550 -3.2012 2.7813
C -2.0614 -2.8769 1.5351
C -1.5196 -1.8408 0.8118
N -0.5722 -1.0484 1.3328
C -0.1191 -1.3047 2.5757
C -1.9854 -1.4834 -0.5363
C -2.9252 -2.1941 -1.2974
C -3.2439 -1.7550 -2.5791
C -2.5950 -0.6735 -3.1501
C -1.7045 0.0413 -2.3463
N -1.3837 -0.3705 -1.1029
H -0.0812 -2.6224 4.3282
H -1.8709 -4.0664 3.2842
H -2.8378 -3.4659 1.0907
H 0.6681 -0.6692 3.0121
H -3.4071 -3.0655 -0.8945
H -3.9880 -2.2954 -3.1422
H -2.8725 -0.3726 -4.1358
H -1.1858 0.8724 -2.7535
C 3.0860 -0.9758 -2.5942
Sb 1.9144 -1.1703 -0.8698
C 3.3574 -1.9505 0.3885
C 0.8856 -2.9151 -1.4064
H 3.9469 -1.5924 -2.4378
H 3.3850 0.0685 -2.7283
H 2.5395 -1.3087 -3.4716
H 3.4511 -3.0637 0.0711
H 3.0258 -1.9635 1.4153
H 4.3522 -1.4957 0.3248
H 1.6555 -3.5982 -1.7786
H 0.1409 -2.6896 -2.1207
H 0.4191 -3.3984 -0.5339
*
```

Output
- ΔE to the lowest compared entry with this formula, charge and spin (kcal per mole) = 3.14
- lowest unoccupied orbital energy (eV) = -9.860
- highest occupied orbital energy (eV) = -18.2
- HOMO-LUMO gap (eV) = 8.379
- electronic energy (eV) = -50114.441

Atom charges from the Mulliken analysis, given in e for atoms 1 to 6: Al -2.027; C -0.637; C -0.590; N 0.113; C -0.085; C -0.601


(2)
Molecular formula: C13H4Cl5F6NO5RhSb
Method: DFT, ωB97M-V with the def2-TZVPD basis set

ORCA input file:
```
! RIJCOSX wB97M-V def2-TZVPD def2/J DEFGRID3
* xyz 1 6
Rh 0.6382 0.4037 1.3453
Cl 1.0848 -5.8822 4.8450
C 1.3499 -4.5394 3.8756
C 0.2980 -3.5702 3.7257
Cl -1.1812 -3.7998 4.5217
C 0.5088 -2.4768 2.9431
Cl -0.7395 -1.2932 2.7373
C 1.7524 -2.2594 2.2635
O 1.9812 -1.2512 1.5443
C 2.7937 -3.2588 2.4299
Cl 4.2456 -2.9899 1.6224
C 2.5853 -4.3695 3.2214
Cl 3.8139 -5.5308 3.4112
O -1.0461 0.6397 0.1164
C -0.3330 0.6610 -0.9515
O 0.9163 0.4757 -0.7535
C -0.9047 0.8497 -2.2757
C -0.0552 0.8998 -3.3816
C -0.5952 1.0611 -4.6435
C -1.9698 1.1649 -4.7557
C -2.8308 1.1263 -3.6745
C -2.2876 0.9673 -2.4137
N -2.5542 1.3223 -6.1131
O -1.7822 1.3525 -7.0430
O -3.7586 1.3976 -6.1859
H 1.0138 0.8113 -3.2477
H 0.0198 1.1049 -5.5298
H -3.8947 1.2172 -3.8337
H -2.9244 0.9319 -1.5409
F 1.3466 1.7741 2.5369
Sb 0.4881 3.7582 2.5567
F -1.0525 2.6691 2.5820
F 0.6095 3.5551 4.3995
F -0.3464 5.4003 2.4756
F 2.2616 4.2979 2.4826
F 0.5483 3.3795 0.7079
*
```

Output
- ΔE to the lowest compared entry with this formula, charge and spin (kcal per mole) = 9.34
- lowest unoccupied orbital energy (spin up / spin down) (eV) = -4.006 / -7.748
- highest occupied orbital energy (spin up / spin down) (eV) = -13.2 / -13.2
- HOMO-LUMO gap (spin up / spin down) (eV) = 9.193 / 5.443
- electronic energy (eV) = -113725.853

Atom charges from the Mulliken analysis, given in e for atoms 1 to 6: Rh 0.902; Cl -0.073; C 0.679; C -0.324; Cl -0.105; C 0.784


(3)
Molecular formula: C26H19BrF3N2O10S3W
Method: DFT, ωB97M-V with the def2-TZVPD basis set

ORCA input file:
```
! RIJCOSX wB97M-V def2-TZVPD def2/J DEFGRID3
* xyz 1 1
W -0.5752 0.0033 0.8435
C -4.0261 -0.3042 -6.3851
C -3.1477 -0.7372 -5.2431
C -2.5301 0.2017 -4.4253
C -1.7087 -0.1805 -3.3766
C -1.5050 -1.5263 -3.1458
C -2.0878 -2.4949 -3.9651
C -2.9030 -2.0877 -5.0028
S -0.5857 -2.2993 -1.8574
O -1.4451 -3.0766 -1.0218
O 0.5153 -2.9484 -2.5019
N 0.1636 -1.0809 -0.8255
C 1.2418 -1.6803 -0.1215
C 2.2616 -2.5502 -0.4798
C 3.1161 -2.9552 0.5293
C 2.9702 -2.4923 1.8382
C 1.9724 -1.5942 2.1091
N 1.1650 -1.2100 1.1159
H -4.5463 0.6247 -6.1536
H -4.7650 -1.0670 -6.6262
H -3.4262 -0.1305 -7.2815
H -2.6844 1.2581 -4.6134
H -1.2119 0.5614 -2.7885
H -1.9084 -3.5481 -3.7910
H -3.3579 -2.8361 -5.6405
H 2.3638 -2.9021 -1.4900
H 3.9133 -3.6483 0.2929
H 3.6262 -2.8185 2.6314
H 1.7942 -1.1627 3.0825
O -1.2592 2.4737 1.3063
S -2.0478 2.3209 0.0900
O -2.2948 3.4742 -0.6915
O -1.2019 1.2734 -0.6638
C -3.7178 1.6627 0.6000
C -4.5986 2.7281 0.6909
C -5.8750 2.5845 1.2322
C -6.3108 1.3672 1.6987
C -5.4806 0.2606 1.5785
C -4.2156 0.3938 1.0470
S -3.4448 -1.1669 0.6624
O -4.4064 -1.9908 0.0458
O -2.7307 -1.9985 1.7863
O -2.3001 -0.6677 -0.1363
H -4.2809 3.6999 0.3421
H -6.5227 3.4497 1.2792
H -7.2957 1.2584 2.1317
H -5.8312 -0.7218 1.8711
Br 4.6131 5.9266 4.1442
C 3.5513 4.5544 3.4296
C 2.6049 3.9390 4.2411
C 1.8218 2.9318 3.7129
C 1.9903 2.5593 2.3800
C 2.9382 3.1851 1.5725
C 3.7300 4.1839 2.1021
C 1.1664 1.5179 1.8201
O 1.1090 1.2536 0.5691
O 0.4128 0.7436 2.5243
H 2.4868 4.2508 5.2690
H 1.0743 2.4385 4.3206
H 3.0519 2.8840 0.5390
H 4.4782 4.6761 1.4973
F -0.7713 -3.0938 1.6094
C -1.2732 -1.8994 1.8467
F -0.9891 -1.6242 3.1441
F -1.9421 0.3331 2.1073
*
```

Output
- ΔE to the lowest compared entry with this formula, charge and spin (kcal per mole) = 41.48
- lowest unoccupied orbital energy (eV) = -5.109
- highest occupied orbital energy (eV) = -11.7
- HOMO-LUMO gap (eV) = 6.629
- electronic energy (eV) = -163244.843

Atom charges from the Mulliken analysis, given in e for atoms 1 to 6: W 4.060; C -1.469; C 0.879; C -1.007; C 0.095; C 0.316